{"formula": "C5H6Cl2MnO4SYb", "method": "ωB97M-V with the def2-TZVPD basis set", "max_force_ev_per_a": 9.1, "homo_lumo_gap_ha": [0.291, 0.201], "charge": 4, "e_homo_ev": [-24.48, -24.47], "e_tot_ev": -112152.890, "spin_multiplicity": 6, "de_lowest_kcal_mol": 0.0, "symbols": ["Cl", "O", "O", "Yb", "O", "O", "H", "C", "Cl", "C", "H", "H", "H", "C", "C", "H", "H", "C", "Mn", "S"], "xyz": [[-1.375, 0.106, -3.170], [-0.801, 0.555, -7.366], [-1.164, -2.607, 1.947], [-0.277, -0.176, -0.854], [0.445, -2.910, -6.468], [0.023, 0.878, 1.140], [1.286, -0.965, 2.844], [0.962, -0.103, 3.442], [1.503, -1.767, -0.436], [-1.074, -1.895, 1.052], [0.035, -0.306, 3.997], [-0.629, 3.217, 2.784], [1.730, 0.131, 4.189], [-0.398, 2.292, 3.338], [-0.488, 0.348, -6.265], [-1.307, 1.746, 3.637], [0.106, 2.573, 4.264], [0.342, -2.026, -5.717], [0.270, -0.445, -4.746], [0.810, 1.356, 2.387]], "atomic_forces_ev_per_a": [[0.6, -0.1, 0.2], [1.4, -0.7, 5.9], [0.3, 2.5, -3.3], [0.5, -1.5, 1.7], [-0.7, 4.6, 4.2], [1.4, 0.9, 0.7], [0.1, 0.3, 0.1], [1.4, -0.7, 0.2], [-0.7, 1.1, -0.8], [-0.7, -2.3, 2.9], [-0.3, 0.4, -0.5], [0.0, -0.3, 0.2], [0.2, 0.0, -0.1], [0.2, 1.9, 0.1], [-2.1, 1.4, -8.0], [0.3, -0.5, -0.7], [0.4, 0.1, 0.1], [1.0, -6.9, -5.9], [0.2, 1.3, 2.7], [-3.4, -1.9, 0.4]]}

{"formula": "C18H46B2BrN8O7P2S", "method": "ωB97M-V with the def2-TZVPD basis set", "max_force_ev_per_a": 7.0, "homo_lumo_gap_ha": 0.252, "charge": -1, "e_homo_ev": -5.14, "e_tot_ev": -146476.656, "symbols": ["H", "C", "O", "H", "H", "H", "Br", "O", "H", "B", "N", "H", "N", "H", "S", "O", "B", "H", "H", "H", "H", "H", "C", "O", "H", "H", "C", "C", "H", "H", "H", "C", "H", "N", "H", "H", "C", "H", "H", "H", "H", "N", "H", "C", "H", "H", "H", "H", "H", "H", "H", "C", "C", "H", "H", "C", "N", "N", "H", "C", "C", "H", "H", "C", "H", "C", "C", "C", "C", "H", "O", "C", "N", "H", "N", "H", "O", "P", "O", "H", "H", "H", "P", "H", "H"], "xyz": [[0.535, -4.818, 2.800], [2.187, -1.569, 5.037], [1.068, 0.829, -2.868], [-1.079, 0.841, 4.640], [-5.076, -3.248, -0.314], [2.121, -2.644, 4.911], [6.581, 4.082, 0.165], [6.262, 2.218, -2.184], [-5.801, 1.105, -1.816], [6.437, 1.265, -4.459], [-5.042, -0.796, -2.339], [-2.152, -0.001, 5.739], [-4.704, -1.225, 0.161], [-4.426, 1.906, -0.763], [1.669, 3.354, -2.312], [6.565, 4.509, -2.637], [5.880, 3.534, -1.753], [1.769, -1.308, 6.025], [-5.571, -2.784, 1.300], [-5.730, 0.505, 0.801], [1.811, -3.589, 2.707], [0.297, -0.916, -3.791], [-1.524, 0.283, -0.579], [0.423, -0.808, 1.775], [1.866, 0.989, 2.930], [3.471, 1.851, -1.798], [6.938, 2.343, -3.418], [0.880, 2.124, -3.260], [-3.345, 1.752, -2.176], [3.255, -1.346, 5.072], [-4.542, -2.430, -3.563], [-1.144, -0.011, 5.319], [3.101, 0.627, 4.117], [0.137, 2.235, -4.304], [3.939, 4.049, -0.705], [7.632, -0.179, -4.100], [-6.133, 0.130, -2.158], [-2.781, 2.430, -0.640], [-1.446, -2.388, 1.223], [-5.422, -0.701, 2.051], [-0.431, 0.152, 6.135], [-2.990, 0.353, -0.604], [-1.183, -0.685, -0.226], [0.356, 0.152, -3.819], [3.712, 2.597, -3.376], [4.687, 0.501, -4.601], [-6.609, 0.309, -3.124], [0.979, -3.968, 4.239], [7.657, 4.107, -4.337], [-6.919, -0.232, -1.472], [1.506, 1.173, 4.658], [4.257, 3.873, -1.728], [-5.515, -2.435, 0.267], [-1.057, 0.462, -1.546], [-6.011, -2.683, -2.600], [-1.290, -2.450, 5.327], [-0.881, -1.262, 4.610], [-0.198, 0.935, -4.670], [-0.466, -2.870, 5.914], [2.032, 0.553, 3.916], [-3.412, 1.658, -1.083], [-1.133, -4.101, 1.447], [4.107, 4.787, -2.297], [-5.426, -1.935, -3.159], [8.029, 2.228, -3.374], [-0.677, -3.108, 1.499], [-4.998, -0.224, 1.163], [3.406, 2.781, -2.351], [0.842, -3.835, 3.165], [0.126, -3.058, 0.757], [5.158, 1.245, -4.986], [6.726, 3.828, -3.840], [1.595, -0.841, 3.941], [-2.096, -2.204, 6.023], [-0.186, -2.859, 2.862], [5.899, 3.946, -4.546], [7.321, 0.274, -4.889], [-3.732, -1.079, -1.232], [-2.672, -1.365, -2.270], [-6.538, -2.274, -0.096], [-1.684, -3.213, 4.663], [-6.027, -1.613, -4.011], [0.061, -1.145, 3.203], [-4.104, 0.296, 1.495], [-1.134, 1.028, 0.117]], "atomic_forces_ev_per_a": [[-0.1, 0.1, -0.2], [-0.5, 0.0, 0.6], [-0.4, -0.4, -0.8], [0.1, 0.0, 0.0], [0.0, 0.0, -0.1], [-0.1, 0.1, 0.0], [0.2, -0.3, 0.4], [0.0, -0.4, 0.1], [0.1, -0.1, 0.1], [0.1, 0.0, -0.1], [0.2, -0.3, -0.3], [0.0, -0.1, 0.0], [0.7, -2.6, -0.1], [0.0, -0.1, 0.0], [-0.2, 0.2, -0.2], [-0.1, -0.5, -0.1], [-0.5, 1.6, -0.2], [0.0, 0.0, 0.0], [0.1, 0.0, 0.0], [0.0, 0.0, 0.0], [0.0, -0.1, 0.0], [0.1, -0.2, 0.2], [0.1, -0.1, 0.1], [-2.4, 3.0, 1.0], [-0.1, -0.1, 0.0], [0.0, -0.1, 0.1], [0.0, 0.4, -0.9], [0.5, 0.2, 0.6], [0.0, 0.1, 0.0], [0.0, 0.2, -0.1], [0.0, 0.0, 0.1], [0.3, 0.1, 0.1], [0.0, -0.1, 0.0], [0.1, -0.1, 0.0], [-0.2, 0.1, 0.1], [0.7, 0.1, -0.1], [-0.3, -0.1, 0.6], [0.2, -0.1, 0.0], [0.0, 0.0, 0.0], [-0.1, -0.2, -0.1], [0.0, 0.0, 0.0], [-0.1, 0.4, 0.3], [0.0, 0.0, 0.0], [0.1, 0.7, 0.1], [-0.1, 0.0, -0.2], [-0.2, -0.2, -0.4], [0.0, -0.1, -0.1], [0.0, 0.1, 0.0], [-0.1, 0.5, -0.2], [0.0, 0.0, 0.0], [0.1, 0.0, 0.1], [0.3, -0.7, 0.2], [-0.2, 0.1, -0.2], [-0.1, 0.0, -0.2], [-0.1, 0.0, -0.1], [-0.4, -0.4, -0.1], [-1.0, 2.3, -0.9], [-0.2, -0.4, 0.0], [0.0, 0.0, 0.0], [-0.1, 0.2, -0.4], [-0.2, 0.1, 0.0], [0.1, -0.1, 0.2], [0.1, 0.3, 0.0], [0.4, -0.2, -0.2], [0.1, -0.1, 0.8], [0.0, 0.2, 0.1], [0.4, 0.2, 0.5], [0.1, 0.0, 0.2], [0.1, 0.0, 0.3], [-0.1, 0.1, -0.1], [0.0, 0.4, 0.4], [0.8, -0.8, -0.1], [-0.1, 0.5, -0.3], [0.1, 0.2, 0.0], [-0.2, -0.3, 0.1], [-0.3, 0.1, 0.1], [-0.7, -0.4, 0.3], [-0.5, 6.2, -1.8], [-0.3, -3.5, 1.5], [0.0, 0.0, 0.1], [0.2, 0.0, -0.1], [0.0, 0.1, 0.0], [4.0, -5.7, -0.3], [0.0, 0.1, -0.2], [-0.1, 0.0, 0.1]]}

Question: The highest charge belongs to which entry?
Answer: C5H6Cl2MnO4SYb

Question: Number 1 is which compound?
Answer: C5H6Cl2MnO4SYb

Question: Which formula does entry 1 have?
Answer: C5H6Cl2MnO4SYb

Please write out number 1 again, unchanged.
{"formula": "C5H6Cl2MnO4SYb", "method": "ωB97M-V with the def2-TZVPD basis set", "max_force_ev_per_a": 9.1, "homo_lumo_gap_ha": [0.291, 0.201], "charge": 4, "e_homo_ev": [-24.48, -24.47], "e_tot_ev": -112152.890, "spin_multiplicity": 6, "de_lowest_kcal_mol": 0.0, "symbols": ["Cl", "O", "O", "Yb", "O", "O", "H", "C", "Cl", "C", "H", "H", "H", "C", "C", "H", "H", "C", "Mn", "S"], "xyz": [[-1.375, 0.106, -3.170], [-0.801, 0.555, -7.366], [-1.164, -2.607, 1.947], [-0.277, -0.176, -0.854], [0.445, -2.910, -6.468], [0.023, 0.878, 1.140], [1.286, -0.965, 2.844], [0.962, -0.103, 3.442], [1.503, -1.767, -0.436], [-1.074, -1.895, 1.052], [0.035, -0.306, 3.997], [-0.629, 3.217, 2.784], [1.730, 0.131, 4.189], [-0.398, 2.292, 3.338], [-0.488, 0.348, -6.265], [-1.307, 1.746, 3.637], [0.106, 2.573, 4.264], [0.342, -2.026, -5.717], [0.270, -0.445, -4.746], [0.810, 1.356, 2.387]], "atomic_forces_ev_per_a": [[0.6, -0.1, 0.2], [1.4, -0.7, 5.9], [0.3, 2.5, -3.3], [0.5, -1.5, 1.7], [-0.7, 4.6, 4.2], [1.4, 0.9, 0.7], [0.1, 0.3, 0.1], [1.4, -0.7, 0.2], [-0.7, 1.1, -0.8], [-0.7, -2.3, 2.9], [-0.3, 0.4, -0.5], [0.0, -0.3, 0.2], [0.2, 0.0, -0.1], [0.2, 1.9, 0.1], [-2.1, 1.4, -8.0], [0.3, -0.5, -0.7], [0.4, 0.1, 0.1], [1.0, -6.9, -5.9], [0.2, 1.3, 2.7], [-3.4, -1.9, 0.4]]}